(1)
The following is a DFT calculation (ωB97M-V/def2-TZVPD) of the molecule C22H26FN3O2.

**E_HOMO**: -9.10 eV
**Frontier orbital gap**: 9.764 eV
**Energy above the lowest of the compared OMol25 structures with the same formula, charge and spin**: 1.7 kcal/mol
**E_LUMO**: 0.66 eV
**SMILES string**: Cc1ccc(C(=O)N2CCC[C@H](CCC(=O)NCc3ccccc3F)C2)cn1
**F_max**: 0.63 eV/Å

ORCA input file:
```
! RIJCOSX wB97M-V def2-TZVPD def2/J DEFGRID3
* xyz 0 1
C 2.17912 -2.71067 -2.74100
C 1.67527 -1.34890 -2.37816
C 0.78449 -0.65949 -3.19870
C 0.31118 0.57182 -2.78517
C 0.74872 1.09371 -1.57072
C 0.20430 2.40664 -1.08878
O 0.55137 3.46202 -1.58586
N -0.69304 2.31674 -0.07929
C -1.53525 3.45603 0.22290
C -2.88958 3.28237 -0.47014
C -3.52243 1.93815 -0.10589
C -2.55300 0.78737 -0.39364
C -3.16092 -0.57066 -0.04331
C -2.18763 -1.73745 -0.26069
C -1.42130 -2.03734 1.02126
O -1.97745 -2.12371 2.09427
N -0.09081 -2.23741 0.87285
C 0.77130 -2.49800 2.01037
C 1.85004 -1.45606 2.12890
C 3.14346 -1.69660 1.68496
C 4.12410 -0.72487 1.77624
C 3.82743 0.51531 2.31568
C 2.54527 0.78491 2.76235
C 1.57980 -0.19946 2.65907
F 0.33279 0.08351 3.09184
C -1.25886 1.06785 0.37754
C 1.68696 0.35706 -0.85761
N 2.11684 -0.83329 -1.23711
H 1.34932 -3.39893 -2.89555
H 2.75196 -2.66348 -3.66551
H 2.81934 -3.08522 -1.94774
H 0.46422 -1.09061 -4.13515
H -0.39078 1.12699 -3.39094
H -1.02941 4.35427 -0.13438
H -1.66363 3.51601 1.30738
H -2.73557 3.33236 -1.55055
H -3.55277 4.10002 -0.18533
H -4.44640 1.80093 -0.67132
H -3.77580 1.92865 0.95662
H -2.31107 0.79153 -1.46468
H -4.05247 -0.71478 -0.65660
H -3.46885 -0.58366 1.00430
H -1.51286 -1.53947 -1.09567
H -2.75909 -2.63985 -0.49015
H 0.36289 -2.12436 -0.02077
H 0.11750 -2.48335 2.88766
H 1.22422 -3.49001 1.90929
H 3.38042 -2.66192 1.26435
H 5.12166 -0.93453 1.42299
H 4.58959 1.27593 2.38711
H 2.28281 1.74265 3.18374
H -0.53466 0.26777 0.24364
H -1.47374 1.15259 1.44655
H 2.10103 0.73087 0.06857
*
```

Here are the Löwdin charges for atoms 1 to 6, given in e:
1. C -0.0349
2. C -0.3471
3. C -0.0166
4. C 0.0003
5. C -0.1180
6. C -0.4265

***

(2)
The following is a DFT calculation (ωB97M-V/def2-TZVPD) of a structure of composition C28H76As2F12N5O5.

**E_HOMO**: -16.15 eV
**Frontier orbital gap**: 8.986 eV
**Energy above the lowest of the compared OMol25 structures with the same formula, charge and spin**: 102.4 kcal/mol
**E_LUMO**: -7.16 eV
**F_max**: 2.72 eV/Å

ORCA input file:
```
! RIJCOSX wB97M-V def2-TZVPD def2/J DEFGRID3
* xyz 3 1
C 3.92260 -1.56599 5.80601
C 2.39931 -1.62182 5.83135
N 1.66429 -0.33528 6.34140
C 0.15048 -0.57827 6.19610
C 2.01304 -0.17951 7.85139
C 1.17308 0.75223 8.70732
C 2.12944 0.97718 5.66765
C 1.99826 0.96845 4.13333
O 0.58160 1.11979 3.90683
C 0.21731 1.21162 2.54938
H 4.32231 -2.51405 5.44612
H 4.32665 -1.41381 6.80685
H 4.42492 -0.80389 5.21022
H 2.07944 -2.46864 6.43855
H 1.97225 -1.69750 4.83135
H -0.11655 -1.40442 6.85510
H -0.13149 -0.72095 5.15291
H -0.31667 0.34540 6.53768
H 3.08437 -0.02857 7.98395
H 1.82643 -1.15679 8.29659
H 1.77220 0.81786 9.61552
H 0.20091 0.38198 9.03275
H 1.16676 1.78504 8.35890
H 3.19512 1.14012 5.82854
H 1.69515 1.86809 6.12127
H 2.46589 0.13508 3.60901
H 2.48081 1.86386 3.74155
H 0.76255 1.99741 2.02655
H -0.86655 1.31114 2.49075
H 0.60324 0.30197 2.08928
C -3.84833 1.46151 -2.07654
C -4.49517 2.92573 -1.96897
N -3.49027 3.94328 -1.35137
C -4.25792 5.35293 -1.19684
C -2.97599 3.57980 0.06494
C -4.14370 3.18884 0.96584
C -2.38229 4.08755 -2.45584
C -1.45737 5.34863 -2.23139
O -0.92003 5.49692 -0.89177
C -0.15945 6.71135 -0.80605
H -4.51999 0.80744 -2.63255
H -3.71065 1.04936 -1.07690
H -2.95448 1.52893 -2.69667
H -5.43745 2.95733 -1.42199
H -4.73154 3.43733 -2.90197
H -4.69858 5.66426 -2.14393
H -3.59224 6.18190 -0.95651
H -5.18257 5.36488 -0.61979
H -2.47547 4.41543 0.55412
H -2.26464 2.75768 0.14358
H -3.77181 2.80320 1.91509
H -4.73977 2.36284 0.57787
H -4.77403 4.00045 1.32924
H -2.85861 4.21914 -3.42739
H -1.81752 3.15853 -2.53357
H -1.98206 6.25361 -2.53768
H -0.59540 5.23646 -2.88906
H 0.19452 6.71432 0.22487
H -0.74858 7.60591 -1.00799
H 0.67372 6.75948 -1.50720
C -0.66013 -4.14628 -0.04796
C -2.05033 -3.57173 -0.03734
C -3.10882 -4.17836 -1.00331
O -4.30761 -3.41293 -0.99230
C -4.21473 -2.35568 -1.87801
N -2.54012 -3.65763 1.43721
H -3.36102 -3.09482 1.60889
H -2.90586 -4.56704 1.68072
H -1.80883 -3.38762 2.07939
H 0.08293 -3.73873 0.63751
H -0.26146 -4.13992 -1.06242
H -0.65017 -5.21088 0.18580
H -2.00692 -2.49431 -0.19663
H -3.27236 -5.21933 -0.72451
H -2.68118 -4.45679 -1.96648
H -5.22307 -2.06767 -2.17534
H -3.54059 -2.51691 -2.71923
H -3.92324 -1.41708 -1.40666
C -1.05901 -2.97509 -4.25379
C -1.00745 -1.96785 -5.41961
C -2.40127 -1.27934 -5.68982
O -2.17932 -0.33854 -6.73217
C -3.39602 0.25046 -7.21958
N 0.10093 -0.93309 -5.11359
H -0.14203 -0.42842 -4.27312
H 1.04592 -1.28539 -5.05923
H 0.00334 -0.18882 -5.78934
H -0.06284 -3.32553 -3.98374
H -1.48200 -3.97910 -4.28760
H -1.54275 -2.47959 -3.41202
H -0.71298 -2.40418 -6.37408
H -2.81401 -0.70308 -4.86176
H -3.05771 -2.09470 -5.99377
H -3.93905 -0.48507 -7.81304
H -3.18814 1.08044 -7.89489
H -4.03931 0.71729 -6.47371
C 5.22301 -3.41032 -1.77400
C 3.77220 -2.93348 -1.54104
C 3.13928 -3.32953 -0.20122
O 3.89927 -2.84689 0.88001
C 3.29737 -2.76972 2.15312
N 3.70628 -1.36963 -1.61800
H 2.85996 -0.91163 -1.31128
H 4.34923 -0.91312 -0.98688
H 3.93913 -1.03789 -2.54312
H 5.69137 -3.00026 -2.66876
H 5.34243 -4.48548 -1.64033
H 5.78391 -2.94617 -0.96280
H 3.06544 -3.17312 -2.33551
H 3.04158 -4.40756 -0.07314
H 2.14906 -2.87394 -0.19758
H 4.03900 -2.35744 2.83731
H 3.12818 -3.77002 2.55172
H 2.43307 -2.10774 2.20669
As 6.15693 1.52541 -2.15017
F 6.30636 2.73592 -3.48986
F 7.95658 1.56321 -2.02069
F 6.17418 0.31473 -0.77956
F 4.29819 1.40700 -2.36774
F 6.25241 0.18766 -3.39621
F 5.88132 2.75630 -0.84499
As 0.19724 -0.16037 -1.20813
F 0.13568 -1.07168 0.32823
F 1.89275 0.45014 -0.89452
F 0.20633 0.62442 -2.81469
F -1.52308 -0.70258 -1.47725
F -0.45484 1.25150 -0.37487
F 0.88794 -1.64717 -1.96704
*
```

Here are the Löwdin charges for atoms 1 to 6, given in e:
1. C -0.0572
2. C -0.1388
3. N -0.2189
4. C 0.0309
5. C -0.1677
6. C -0.0597